Here is a molecular structure, C16H9F7I2O4SSr from the Open Molecules 2025 dataset. Energies are from wB97M-V/def2-TZVPD.

The LUMO energy comes out at -9.79 eV. The spin multiplicity is 1. The calculation puts the highest occupied orbital energy at -14.01 eV. As for the HOMO-LUMO gap: 4.22 eV. As for the charge: +2. The max |F| is 9.8 eV/Å.

Atoms and positions in Å:
C  -3.38  1.21  -1.10
C  -2.38  2.41  -0.60
I  -2.28  2.61  1.61
C  -0.87  2.37  -1.24
I  0.37  3.94  -0.27
C  -0.08  0.94  -1.06
C  0.60  0.46  0.39
C  1.43  -0.94  0.57
S  2.23  -1.58  2.14
O  1.45  -2.87  2.55
O  3.67  -2.06  1.74
C  2.42  -0.32  3.51
F  2.28  1.09  3.08
F  3.84  -0.46  4.01
C  1.47  -0.66  4.85
F  1.74  -2.02  5.40
F  1.97  0.30  5.91
C  -0.11  -0.31  4.63
F  -0.84  -0.95  5.79
F  -0.34  1.18  4.73
F  -0.71  -0.90  3.40
C  1.59  -1.89  -0.79
C  0.92  -1.50  -2.24
C  0.08  -0.06  -2.39
C  -0.54  0.26  -3.87
O  -1.66  0.94  -4.14
C  0.27  -0.38  -5.18
C  1.03  -1.67  -5.05
C  1.08  -2.44  -3.58
O  1.25  -3.75  -3.40
H  -4.49  1.43  -0.71
H  -3.46  1.19  -2.27
H  -3.04  0.14  -0.72
H  -2.87  3.43  -0.97
H  -0.97  2.73  -2.36
H  0.45  1.18  1.30
H  2.21  -2.90  -0.72
H  0.22  0.15  -6.22
H  1.61  -2.19  -5.93
Sr  -6.14  1.92  -0.83

Mulliken population analysis, charges in e, atoms 1 to 8: -0.74 -0.52 0.24 -1.07 0.24 0.64 0.43 -0.12

***

Here is 2 unconnected molecules or ions with the total composition C10H14 from the Open Molecules 2025 dataset. Energies are from wB97M-V/def2-TZVPD.

The LUMO energy comes out at 0.86 eV. Its SMILES is C#CC(=C)C.C=CC(=C)C. The spin multiplicity is 1. As for the relative energy (zero: lowest compared OMol25 entry of this formula, charge and spin): 3.648 eV. The calculation puts the highest occupied orbital energy at -8.63 eV. As for the HOMO-LUMO gap: 9.49 eV. The max |F| is 2.5 eV/Å.

Atoms and positions in Å:
C  -3.59  1.91  -0.16
C  -3.20  0.78  -0.08
C  -2.61  -0.53  0.10
C  -2.46  -1.03  1.32
C  -2.32  -1.33  -1.16
H  -3.88  2.96  -0.08
H  -2.66  -0.44  2.22
H  -2.07  -2.03  1.47
H  -1.76  -0.63  -1.76
H  -3.28  -1.49  -1.68
H  -1.81  -2.25  -0.97
C  0.57  1.66  0.17
C  1.20  0.49  0.27
C  2.60  0.14  0.00
C  3.47  1.14  -0.16
C  3.12  -1.29  0.00
H  -0.50  1.59  0.43
H  0.92  2.56  -0.34
H  0.64  -0.34  0.74
H  4.54  0.89  -0.28
H  3.29  2.22  -0.16
H  2.86  -1.81  -0.86
H  4.22  -1.28  0.14
H  2.71  -1.89  0.86

Mulliken population analysis, charges in e, atoms 1 to 8: 0.22 -0.63 0.48 -0.87 -1.23 0.41 0.29 0.31

***

Here is a molecular structure, C11H20F8O7RbS2 from the Open Molecules 2025 dataset. Energies are from wB97M-V/def2-TZVPD.

The LUMO energy comes out at -4.25 eV. The spin multiplicity is 1. The calculation puts the highest occupied orbital energy at -12.87 eV. As for the HOMO-LUMO gap: 8.62 eV. As for the charge: +1. The max |F| is 4.0 eV/Å.

Atoms and positions in Å:
Rb  16.95  -6.00  -37.10
O  14.76  -9.78  -43.90
S  14.00  -9.52  -42.67
O  14.55  -8.79  -41.57
O  12.50  -8.79  -43.05
C  11.94  -9.03  -44.30
C  10.64  -8.27  -44.30
C  13.38  -11.06  -42.06
H  11.75  -10.08  -44.53
H  12.62  -8.56  -45.01
H  10.86  -7.21  -44.20
H  9.96  -8.61  -43.51
H  10.16  -8.47  -45.26
H  12.58  -10.73  -41.41
H  14.24  -11.48  -41.53
H  13.03  -11.63  -42.93
O  15.95  -13.84  -35.03
S  15.14  -12.63  -35.30
O  15.75  -11.48  -35.96
O  13.81  -13.14  -36.22
C  13.36  -14.47  -36.00
C  12.04  -14.76  -36.73
C  14.20  -12.05  -33.78
H  13.06  -14.56  -34.95
H  14.19  -15.17  -36.10
H  11.23  -14.21  -36.26
H  11.85  -15.83  -36.62
H  12.03  -14.49  -37.79
H  14.27  -12.89  -33.09
H  13.15  -11.85  -34.01
H  14.66  -11.12  -33.45
C  20.78  -10.50  -40.24
C  20.89  -11.95  -40.85
C  22.30  -12.51  -40.54
F  22.66  -12.52  -39.26
F  22.17  -13.79  -40.93
F  19.91  -12.64  -40.30
F  20.73  -11.95  -42.17
O  21.83  -9.68  -40.70
C  21.45  -8.47  -41.35
C  22.59  -7.51  -41.76
F  23.53  -8.04  -42.52
F  22.06  -6.51  -42.37
F  20.75  -8.82  -42.43
F  20.63  -7.84  -40.54
H  20.65  -10.52  -39.15
H  19.84  -10.01  -40.51
H  23.11  -12.08  -41.12
H  23.13  -7.15  -40.88

Mulliken population analysis, charges in e, atoms 1 to 8: 1.00 -0.60 1.11 -0.60 -0.31 -0.10 -1.26 -0.89

***

Here is a molecular structure, C24H51Cl3CrNO6PSSi5Te from the Open Molecules 2025 dataset. Energies are from wB97M-V/def2-TZVPD.

The LUMO energy (spin up / spin down) comes out at 1.86 / 1.70 eV. The spin multiplicity is 4. As for the relative energy (zero: lowest compared OMol25 entry of this formula, charge and spin): 0.663 eV. The calculation puts the highest occupied orbital energy (spin up / spin down) at -4.52 / -4.52 eV. As for the HOMO-LUMO gap (spin up / spin down): 6.38 / 6.23 eV. As for the charge: -1. The max |F| is 3.8 eV/Å.

Atoms and positions in Å:
Cr  -10.68  -17.78  4.96
C  -10.35  -20.49  6.81
C  -10.45  -19.02  6.61
O  -10.02  -18.38  7.61
H  -9.58  -20.91  6.13
H  -11.32  -20.96  6.54
H  -10.02  -20.74  7.80
C  -18.38  -19.97  4.20
Si  -16.60  -19.28  3.94
C  -16.55  -17.44  4.21
C  -16.26  -19.80  2.12
Si  -14.76  -20.05  5.33
Te  -13.03  -18.63  4.30
Si  -14.28  -22.31  4.82
C  -15.72  -23.45  4.93
C  -13.63  -22.40  3.03
C  -12.85  -23.03  5.90
Si  -15.38  -19.88  7.57
C  -16.37  -18.21  7.79
C  -13.70  -19.62  8.53
C  -16.43  -21.32  8.18
H  -19.02  -19.81  3.31
H  -18.82  -19.48  5.09
H  -18.28  -21.09  4.42
H  -15.45  -17.23  4.13
H  -17.05  -17.03  5.13
H  -17.00  -16.93  3.38
H  -16.86  -19.18  1.44
H  -16.75  -20.80  2.02
H  -15.22  -19.68  1.86
H  -16.36  -23.37  5.84
H  -15.51  -24.49  4.78
H  -16.35  -23.06  4.11
H  -14.29  -21.99  2.28
H  -13.46  -23.45  2.90
H  -12.64  -21.85  2.92
H  -12.64  -22.59  6.89
H  -11.87  -23.06  5.38
H  -12.97  -24.05  6.18
H  -15.98  -17.48  7.19
H  -16.29  -17.81  8.76
H  -17.38  -18.37  7.54
H  -13.13  -18.78  8.17
H  -13.08  -20.49  8.41
H  -13.73  -19.51  9.70
H  -17.09  -21.67  7.36
H  -16.99  -21.13  9.09
H  -15.67  -22.02  8.46
O  -7.72  -20.40  4.88
S  -8.41  -19.95  3.71
N  -9.60  -19.15  4.04
C  -4.01  -14.37  8.99
C  -5.17  -15.07  8.32
C  -5.76  -14.45  7.20
C  -6.76  -15.12  6.45
C  -7.45  -14.38  5.31
C  -7.06  -16.42  6.96
C  -8.07  -17.19  6.14
O  -9.02  -16.74  5.47
C  -6.40  -17.07  8.01
C  -6.89  -18.45  8.35
C  -5.42  -16.39  8.73
H  -3.13  -14.33  8.35
H  -3.82  -14.91  9.95
H  -4.24  -13.28  9.22
H  -5.46  -13.46  6.89
H  -8.53  -14.42  5.49
H  -7.26  -14.94  4.37
H  -7.06  -13.39  5.12
H  -7.89  -18.28  6.08
H  -6.49  -19.21  7.65
H  -7.96  -18.53  8.33
H  -6.60  -18.85  9.38
H  -4.90  -16.84  9.54
C  -13.36  -15.70  8.41
O  -12.67  -16.59  7.59
P  -11.75  -15.86  6.44
O  -10.79  -14.71  7.10
C  -9.92  -15.10  8.18
O  -12.80  -14.80  5.84
C  -13.95  -15.14  5.06
H  -13.96  -16.37  9.13
H  -14.09  -15.14  7.90
H  -12.73  -15.10  9.02
H  -9.46  -16.14  8.01
H  -10.45  -15.10  9.18
H  -9.06  -14.40  8.18
H  -14.58  -14.23  4.99
H  -14.50  -16.03  5.44
H  -13.64  -15.42  4.07
Cl  -10.60  -14.34  3.06
Si  -10.64  -16.49  2.90
Cl  -8.79  -16.65  1.83
Cl  -12.03  -16.60  1.34

Mulliken population analysis, charges in e, atoms 1 to 8: -0.30 -0.73 1.06 -0.77 0.21 -0.62 0.50 -1.12

***

Here is a single C19H18N2O3S molecule from the Open Molecules 2025 dataset. Energies are from wB97M-V/def2-TZVPD.

The LUMO energy comes out at 0.37 eV. Its SMILES is Cc1ccc(-c2cnc(C3CC3)o2)cc1S(=O)(=O)Nc1ccccc1. The spin multiplicity is 1. As for the relative energy (zero: lowest compared OMol25 entry of this formula, charge and spin): 1.924 eV. The calculation puts the highest occupied orbital energy at -8.16 eV. As for the HOMO-LUMO gap: 8.53 eV. The max |F| is 1.3 eV/Å.

Atoms and positions in Å:
C  0.14  1.76  -3.50
C  -0.40  1.29  -2.19
C  -1.03  2.20  -1.34
C  -1.54  1.82  -0.12
C  -1.45  0.50  0.31
C  -1.98  0.07  1.58
C  -2.65  0.73  2.59
N  -2.93  -0.15  3.58
C  -2.44  -1.29  3.19
C  -2.48  -2.56  3.90
C  -2.37  -2.55  5.40
C  -3.68  -2.87  4.76
O  -1.85  -1.22  1.98
C  -0.82  -0.42  -0.53
C  -0.31  -0.02  -1.75
S  0.57  -1.35  -2.60
O  0.75  -1.10  -3.99
O  0.00  -2.60  -2.20
N  2.07  -1.30  -1.83
C  2.83  -0.13  -1.85
C  3.26  0.46  -0.67
C  4.03  1.61  -0.70
C  4.36  2.19  -1.92
C  3.93  1.60  -3.10
C  3.18  0.44  -3.07
H  0.31  0.93  -4.18
H  1.09  2.28  -3.34
H  -0.56  2.47  -3.96
H  -1.12  3.23  -1.66
H  -2.02  2.55  0.51
H  -2.95  1.75  2.66
H  -2.01  -3.37  3.35
H  -2.27  -1.58  5.87
H  -1.81  -3.34  5.87
H  -4.45  -2.12  4.80
H  -4.03  -3.89  4.78
H  -0.74  -1.46  -0.25
H  2.00  -1.74  -0.92
H  3.00  0.01  0.28
H  4.36  2.06  0.22
H  4.95  3.09  -1.94
H  4.20  2.04  -4.05
H  2.84  -0.03  -3.98

Mulliken population analysis, charges in e, atoms 1 to 8: -1.90 1.09 -0.70 -1.02 0.63 0.29 -0.32 -0.57

***

Here is a single C3H5NO molecule from the Open Molecules 2025 dataset. Energies are from wB97M-V/def2-TZVPD.

The LUMO energy comes out at 0.44 eV. The spin multiplicity is 1. As for the relative energy (zero: lowest compared OMol25 entry of this formula, charge and spin): 3.526 eV. The calculation puts the highest occupied orbital energy at -7.80 eV. As for the HOMO-LUMO gap: 8.25 eV. The max |F| is 5.8 eV/Å.

Atoms and positions in Å:
C  0.01  -0.19  -0.14
C  -0.56  -1.26  -2.13
C  0.49  0.99  1.80
N  -0.47  -0.43  -1.21
O  0.00  0.99  0.47
H  0.19  -1.30  -2.91
H  -1.49  -1.78  -2.31
H  -0.17  0.39  2.45
H  0.49  2.02  2.13
H  1.50  0.58  1.85

Mulliken population analysis, charges in e, atoms 1 to 8: -0.27 -0.27 -0.52 0.08 -0.25 0.22 0.22 0.28

***

Here is 2 unconnected molecules or ions with the total composition CH7N2O from the Open Molecules 2025 dataset. Energies are from wB97M-V/def2-TZVPD.

The LUMO energy comes out at -3.84 eV. The spin multiplicity is 1. As for the relative energy (zero: lowest compared OMol25 entry of this formula, charge and spin): 0.684 eV. The calculation puts the highest occupied orbital energy at -15.86 eV. As for the HOMO-LUMO gap: 12.02 eV. As for the charge: +1. The max |F| is 5.6 eV/Å.

Atoms and positions in Å:
N  -0.39  -0.53  -0.21
C  -0.64  0.38  0.72
N  -1.75  1.08  0.81
H  -1.17  -0.78  -0.89
H  0.49  -0.93  -0.27
H  0.15  0.64  1.32
H  -2.01  1.51  1.70
H  -2.32  1.10  -0.05
H  2.78  -1.43  -0.51
H  2.59  -0.37  -1.74
O  2.27  -0.67  -0.89

Mulliken population analysis, charges in e, atoms 1 to 8: -0.27 0.23 -0.34 0.25 0.26 0.37 0.27 0.24

***

Here is a molecular structure, C21H29BiN8O3S3 from the Open Molecules 2025 dataset. Energies are from wB97M-V/def2-TZVPD.

The LUMO energy comes out at -6.01 eV. The spin multiplicity is 1. As for the relative energy (zero: lowest compared OMol25 entry of this formula, charge and spin): 0.137 eV. The calculation puts the highest occupied orbital energy at -13.42 eV. As for the HOMO-LUMO gap: 7.41 eV. As for the charge: +2. The max |F| is 0.4 eV/Å.

Atoms and positions in Å:
Bi  0.76  0.29  0.55
C  -1.88  3.91  -0.71
C  -0.78  2.99  -0.33
N  -0.94  1.75  -0.05
N  -2.19  1.20  -0.14
C  -2.21  -0.06  0.21
O  -1.15  -0.70  0.64
C  -3.47  -0.82  0.09
C  -3.53  -2.13  0.57
C  -4.70  -2.85  0.45
C  -5.82  -2.27  -0.15
C  -5.75  -0.97  -0.63
C  -4.58  -0.24  -0.51
C  0.62  3.50  -0.26
C  0.92  4.84  -0.47
C  2.24  5.25  -0.37
C  3.22  4.32  -0.07
C  2.84  3.00  0.12
N  1.57  2.61  0.02
H  -2.81  3.36  -0.82
H  -1.65  4.41  -1.65
H  -2.01  4.67  0.05
H  -2.66  -2.57  1.04
H  -4.76  -3.86  0.83
H  -6.73  -2.84  -0.24
H  -6.62  -0.52  -1.09
H  -4.53  0.78  -0.87
H  0.14  5.55  -0.69
H  2.50  6.29  -0.52
H  4.26  4.60  0.02
H  3.57  2.24  0.35
C  3.89  -2.04  -1.06
C  2.77  -2.98  -1.46
S  1.22  -2.70  -0.56
C  -0.02  -2.61  -1.88
C  0.22  -1.57  -2.96
S  0.34  0.14  -2.35
C  1.86  0.76  -3.13
C  3.13  -0.04  -2.92
S  3.58  -0.26  -1.17
H  4.78  -2.28  -1.66
H  4.18  -2.20  -0.02
H  3.09  -4.01  -1.27
H  2.56  -2.93  -2.53
H  -0.96  -2.42  -1.35
H  -0.12  -3.59  -2.34
H  -0.61  -1.59  -3.67
H  1.12  -1.79  -3.53
H  1.96  1.77  -2.73
H  1.66  0.86  -4.19
H  3.95  0.48  -3.42
H  3.07  -1.02  -3.38
N  1.03  -2.85  2.71
N  0.58  -2.51  3.99
C  0.30  -1.23  4.31
N  -0.11  -0.99  5.54
N  0.45  -0.34  3.31
N  0.15  0.94  3.54
O  -0.22  1.41  4.59
O  0.25  1.65  2.50
H  0.31  -3.35  2.21
H  1.84  -3.45  2.80
H  0.44  -3.23  4.67
H  -0.19  -1.73  6.22
H  -0.34  -0.04  5.81

Mulliken population analysis, charges in e, atoms 1 to 8: 1.43 -1.74 0.72 1.09 -1.17 0.37 -0.57 0.34